No. 1
ORCA calculation (ωB97M-V with the def2-TZVPD basis set) on 2 unconnected molecules or ions with the total composition C22H21F12INO3.

Values from the calculation:
Energy ... -71499.85857 eV
Highest occupied orbital energy ... -3.124 eV
Largest force on an atom ... 0.728 eV/A
Total charge ... -1
Orbital gap ... 4.73 eV

The geometry in XYZ format:
```
60
Properties=species:S:1:pos:R:3:lowdin_charge:R:1
C -2.182 2.484 2.284 -0.095
C -2.470 2.084 0.822 -0.240
C -1.423 2.586 -0.176 -0.223
C -1.317 1.735 -1.452 -0.166
C -0.869 0.269 -1.258 -0.088
C 0.551 -0.151 -1.701 -0.220
C 0.569 -1.721 -1.925 -0.375
F 1.872 -2.159 -1.851 0.084
F 0.209 -1.922 -3.237 0.064
C -0.334 -2.601 -1.081 -0.124
C -0.977 -3.678 -1.698 -0.015
C -1.815 -4.504 -0.967 -0.038
C -2.051 -4.308 0.393 0.023
C -1.395 -3.238 1.002 -0.087
C -1.559 -2.929 2.462 -0.550
F -0.634 -3.561 3.227 0.130
F -1.379 -1.592 2.703 0.091
F -2.761 -3.243 2.943 0.157
C -0.547 -2.409 0.279 0.016
N 0.788 0.449 -3.037 0.146
C 1.629 1.536 -3.003 -0.438
O 2.040 2.134 -3.964 0.104
C 1.989 1.831 -1.548 -0.186
C 3.366 2.481 -1.474 -0.138
C 3.567 3.571 -0.451 -0.794
O 4.522 3.707 0.226 0.039
I 2.026 5.107 -0.365 0.836
C 1.851 0.395 -1.005 -0.048
C 2.226 0.102 0.447 -0.358
F 3.559 0.404 0.581 0.120
F 2.106 -1.218 0.709 0.146
C 1.533 0.883 1.585 -0.320
F 0.211 0.616 1.569 0.150
F 1.712 2.209 1.361 0.108
C 2.040 0.597 3.028 -0.533
F 3.290 1.037 3.198 0.181
F 1.985 -0.702 3.316 0.193
F 1.241 1.261 3.876 0.176
H -2.812 3.315 2.603 0.065
H -1.138 2.773 2.423 0.057
H -2.375 1.655 2.965 0.071
H -3.446 2.492 0.546 0.106
H -2.577 0.999 0.772 0.099
H -1.708 3.591 -0.505 0.113
H -0.446 2.700 0.297 0.061
H -2.326 1.700 -1.876 0.118
H -0.717 2.277 -2.186 0.100
H -1.537 -0.362 -1.854 0.136
H -1.073 -0.021 -0.232 0.087
H -0.840 -3.885 -2.750 0.113
H -2.325 -5.322 -1.462 0.112
H -2.756 -4.986 0.916 0.058
H -0.083 -1.593 0.802 0.090
H -0.015 0.553 -3.639 0.161
H 1.232 2.502 -1.140 0.073
H 3.581 2.953 -2.441 0.131
H 4.159 1.755 -1.289 0.132
H 2.658 -0.139 -1.520 0.167
O -4.373 -5.621 1.576 -0.589
H -4.251 -4.879 2.178 -0.190
```

No. 2
ORCA calculation (ωB97M-V with the def2-TZVPD basis set) on a molecular structure, C43H71BrClF17O20Si2.

Values from the calculation:
Energy ... -231216.81142 eV
Highest occupied orbital energy ... -9.067 eV
Largest force on an atom ... 0.946 eV/A
Orbital gap ... 9.40 eV

The geometry in XYZ format:
```
155
Properties=species:S:1:pos:R:3:lowdin_charge:R:1
C 2.357 -2.760 1.584 0.004
C 2.552 -3.179 0.325 -0.249
C 2.464 -4.611 -0.131 -0.228
Si 0.674 -5.164 -0.290 0.422
C 0.696 -6.886 -1.019 -0.161
O 0.020 -5.090 1.241 -0.292
Si -1.114 -6.114 1.852 0.106
Br -0.251 -8.121 2.361 0.486
C -1.732 -5.327 3.444 -0.220
C -1.981 -6.257 4.637 -0.345
O -0.802 -6.380 5.430 -0.085
C -2.564 -6.336 0.691 -0.244
C -3.601 -7.264 1.338 -0.142
C -4.922 -7.321 0.605 -0.425
F -5.780 -8.147 1.273 0.118
F -4.744 -7.851 -0.641 0.118
C -5.596 -5.924 0.425 -0.334
F -5.257 -5.152 1.491 0.128
F -5.087 -5.349 -0.686 0.145
C -7.142 -5.947 0.312 -0.341
F -7.695 -6.252 1.493 0.169
F -7.436 -6.932 -0.570 0.160
C -7.860 -4.674 -0.256 -0.323
F -7.441 -4.436 -1.508 0.165
F -9.159 -5.026 -0.324 0.161
C -7.795 -3.345 0.601 -0.316
F -7.403 -3.612 1.862 0.153
F -9.043 -2.837 0.662 0.159
C -6.891 -2.221 -0.004 -0.329
F -5.711 -2.713 -0.434 0.155
F -7.555 -1.715 -1.063 0.164
C -6.590 -1.032 0.978 -0.325
F -6.468 0.079 0.219 0.157
F -7.609 -0.841 1.832 0.167
C -5.254 -1.159 1.782 -0.568
F -4.232 -0.793 1.030 0.193
F -5.045 -2.396 2.214 0.179
F -5.315 -0.354 2.834 0.192
C -0.142 -3.886 -1.446 -0.684
Cl -1.704 -3.268 -0.807 0.634
C -0.264 -4.342 -2.908 -0.324
C -1.477 -5.203 -3.239 -0.117
H 2.679 -1.767 1.873 0.048
H 1.896 -3.416 2.317 0.057
H 2.780 -2.429 -0.429 0.094
H 2.949 -5.252 0.609 0.092
H 2.956 -4.741 -1.097 0.084
H 1.313 -7.531 -0.391 0.029
H 1.159 -6.832 -2.009 0.042
H -0.274 -7.365 -1.145 0.021
H -0.960 -4.613 3.737 0.088
H -2.653 -4.790 3.194 0.082
H -2.321 -7.252 4.338 0.080
H -2.784 -5.831 5.248 0.115
H -0.985 -6.025 6.303 0.084
H -2.279 -6.751 -0.276 0.079
H -2.959 -5.327 0.569 0.045
H -3.221 -8.289 1.344 0.121
H -3.806 -7.008 2.380 0.118
H 0.525 -3.021 -1.440 0.059
H 0.663 -4.851 -3.193 0.099
H -0.307 -3.440 -3.527 0.102
H -1.440 -6.182 -2.758 0.058
H -1.500 -5.387 -4.316 0.074
H -2.409 -4.709 -2.973 0.050
C 1.555 2.227 -6.704 -0.050
C 2.287 1.477 -5.613 -0.202
O 1.673 0.208 -5.326 0.040
C 1.949 -0.770 -6.183 -0.613
O 2.668 -0.694 -7.146 0.119
O 1.291 -1.863 -5.792 0.000
C 1.447 -2.985 -6.664 -0.033
H 0.499 2.329 -6.453 0.088
H 1.984 3.221 -6.827 0.085
H 1.627 1.703 -7.656 0.056
H 2.239 2.025 -4.674 0.113
H 3.336 1.326 -5.864 0.125
H 2.498 -3.196 -6.850 0.098
H 0.932 -2.804 -7.606 0.097
H 0.993 -3.832 -6.157 0.085
C 0.982 2.951 -14.461 -0.065
C 1.394 3.628 -13.172 -0.212
O 0.782 3.015 -12.027 0.036
C 1.345 1.878 -11.621 -0.613
O 2.315 1.354 -12.103 0.126
O 0.653 1.424 -10.576 0.004
C 1.119 0.176 -10.053 -0.046
H -0.105 2.922 -14.543 0.081
H 1.383 3.497 -15.315 0.080
H 1.353 1.928 -14.500 0.075
H 1.049 4.660 -13.153 0.122
H 2.477 3.631 -13.050 0.123
H 2.181 0.216 -9.827 0.093
H 0.919 -0.629 -10.759 0.100
H 0.562 0.005 -9.137 0.086
C 5.695 3.248 3.142 -0.049
C 5.976 2.106 2.191 -0.198
O 4.805 1.734 1.437 0.005
C 4.522 2.524 0.400 -0.617
O 5.155 3.479 0.037 0.133
O 3.412 2.060 -0.176 -0.007
C 2.944 2.843 -1.278 -0.034
H 4.849 3.013 3.789 0.076
H 6.569 3.440 3.765 0.078
H 5.453 4.160 2.597 0.081
H 6.248 1.207 2.740 0.123
H 6.789 2.341 1.506 0.123
H 3.735 2.993 -2.009 0.094
H 2.576 3.806 -0.928 0.101
H 2.130 2.276 -1.722 0.091
C -0.932 4.306 6.611 -0.066
C -0.190 5.198 5.639 -0.210
O 0.984 4.551 5.126 0.038
C 0.758 3.661 4.159 -0.613
O -0.315 3.392 3.682 0.120
O 1.923 3.127 3.804 0.006
C 1.834 2.110 2.798 -0.018
H -0.261 3.969 7.402 0.081
H -1.766 4.843 7.062 0.079
H -1.324 3.422 6.108 0.073
H 0.166 6.090 6.150 0.122
H -0.829 5.520 4.817 0.119
H 1.285 2.469 1.930 0.098
H 1.345 1.226 3.205 0.103
H 2.853 1.867 2.509 0.069
C -5.174 4.870 2.308 -0.061
C -4.550 5.442 3.563 -0.209
O -3.857 6.672 3.295 0.035
C -4.630 7.748 3.170 -0.615
O -5.827 7.785 3.289 0.123
O -3.845 8.791 2.899 0.004
C -4.547 10.019 2.689 -0.040
H -4.420 4.764 1.527 0.083
H -5.606 3.891 2.515 0.078
H -5.960 5.523 1.932 0.075
H -3.793 4.762 3.950 0.119
H -5.294 5.591 4.346 0.123
H -5.214 10.232 3.521 0.095
H -5.116 9.975 1.762 0.098
H -3.786 10.790 2.617 0.092
C 7.751 6.705 9.043 -0.065
C 7.320 5.279 8.782 -0.210
O 7.653 4.855 7.450 0.036
C 8.925 4.514 7.261 -0.615
O 9.793 4.502 8.095 0.124
O 9.075 4.174 5.980 -0.002
C 10.414 3.836 5.610 -0.038
H 7.338 7.371 8.284 0.082
H 7.399 7.029 10.023 0.080
H 8.836 6.795 9.019 0.075
H 6.237 5.188 8.839 0.122
H 7.756 4.590 9.504 0.123
H 10.820 3.075 6.274 0.095
H 11.047 4.721 5.630 0.099
H 10.357 3.449 4.597 0.091
```

No. 3
ORCA calculation (ωB97M-V with the def2-TZVPD basis set) on a molecular structure, C31H46BN8Pt.

Values from the calculation:
Energy ... -48733.75088 eV
Highest occupied orbital energy (spin up / spin down) ... -10.897 / -10.896 eV
Largest force on an atom ... 2.956 eV/A
Total charge ... +1
Orbital gap (spin up / spin down) ... 5.85 / 5.85 eV

The geometry in XYZ format:
```
87
Properties=species:S:1:pos:R:3:lowdin_charge:R:1
Pt -0.299 0.291 -0.213 1.147
C 2.373 -4.104 1.907 -0.007
C 1.343 -3.035 1.942 -0.247
C 0.437 -2.756 2.948 0.040
C -0.320 -1.671 2.500 -0.238
N 0.127 -1.321 1.291 -0.005
N 1.129 -2.148 0.953 0.022
B 1.793 -2.138 -0.429 -0.519
N 0.686 -2.324 -1.471 0.029
N -0.336 -1.466 -1.607 0.013
C -1.144 -1.928 -2.562 -0.236
C -0.615 -3.124 -3.051 0.043
C 0.547 -3.344 -2.337 -0.242
C 1.501 -4.475 -2.472 -0.004
C -2.398 -1.270 -3.048 -0.547
C -3.581 -2.222 -2.830 -0.027
C -2.633 0.034 -2.292 -0.105
C -2.249 -0.963 -4.544 -0.028
N 2.496 -0.799 -0.667 0.040
N 1.888 0.402 -0.652 0.050
C 2.805 1.336 -0.923 -0.216
C 4.036 0.704 -1.112 0.046
C 3.805 -0.646 -0.945 -0.234
C 4.795 -1.747 -1.050 -0.001
C 2.606 2.821 -1.012 -0.545
C 3.062 3.289 -2.402 -0.029
C 3.466 3.486 0.072 -0.027
C 1.144 3.197 -0.801 -0.073
C -1.399 -0.982 3.283 -0.536
C -2.274 -2.019 3.996 -0.038
C -2.288 -0.134 2.374 -0.054
C -0.700 -0.114 4.341 -0.027
H 2.388 -4.626 2.860 0.088
H 3.362 -3.690 1.724 0.081
H 2.157 -4.823 1.119 0.083
H 0.337 -3.270 3.882 0.115
H 2.573 -3.010 -0.508 0.111
H -1.027 -3.742 -3.822 0.119
H 1.169 -5.133 -3.270 0.089
H 1.567 -5.050 -1.551 0.084
H 2.499 -4.114 -2.713 0.082
H -3.704 -2.442 -1.772 0.091
H -3.426 -3.159 -3.357 0.085
H -4.500 -1.775 -3.202 0.089
H -2.744 -0.161 -1.221 0.069
H -3.544 0.505 -2.656 0.093
H -1.786 0.707 -2.462 0.062
H -2.098 -1.876 -5.113 0.085
H -1.398 -0.308 -4.716 0.093
H -3.147 -0.475 -4.917 0.089
H 4.972 1.169 -1.340 0.123
H 5.772 -1.328 -1.272 0.090
H 4.528 -2.441 -1.844 0.086
H 4.864 -2.307 -0.120 0.086
H 4.102 3.034 -2.581 0.082
H 2.960 4.369 -2.486 0.091
H 2.458 2.822 -3.177 0.093
H 4.516 3.238 -0.054 0.084
H 3.155 3.154 1.061 0.091
H 3.364 4.567 0.022 0.091
H 0.512 2.702 -1.542 0.065
H 1.015 4.271 -0.906 0.099
H 0.828 2.914 0.203 0.049
H -2.718 -2.702 3.278 0.093
H -3.071 -1.513 4.533 0.092
H -1.705 -2.598 4.716 0.079
H -3.012 -0.768 1.864 0.090
H -1.679 0.382 1.620 -0.013
H -2.823 0.615 2.953 0.095
H -0.087 -0.742 4.985 0.089
H -1.438 0.398 4.956 0.091
H -0.054 0.625 3.874 0.070
N -3.369 3.741 -0.112 0.150
C -2.662 2.751 -0.688 -0.142
N -1.707 2.279 0.075 0.019
C -1.775 3.021 1.241 -0.254
C -1.007 2.978 2.401 -0.038
C -1.362 3.823 3.431 -0.064
C -2.418 4.734 3.308 -0.069
C -3.167 4.822 2.153 -0.003
C -2.836 3.943 1.135 -0.186
H -4.158 4.226 -0.509 0.174
H -2.885 2.419 -1.679 0.111
H -0.167 2.305 2.479 0.095
H -0.817 3.783 4.363 0.111
H -2.643 5.394 4.129 0.109
H -3.973 5.533 2.040 0.117
```